246
Properties=species:S:1:pos:R:3 method="wB97M-V/def2-TZVPD" gap_ev=8.208 homo_energy_ev=-7.91 max_force_ev_per_a=3.7 relative_energy_kcal_mol=1.6 e_lumo_ev=0.30 smiles=COCCNCCOC.COCCNCCOC.COCCNCCOC.COCCNCCOC.COCCNCCOC.COCCNCCOC.COCCNCCOC.COCCNCCOC.COCCNCCOC.COCCNCCOC.O.O energy_ha=-4580.673768 total_charge=0
C 4.378 -1.187 1.954
O 3.920 -1.715 0.711
C 3.824 -3.124 0.739
C 2.484 -3.584 1.302
N 2.434 -5.062 1.053
C 1.222 -5.755 1.565
C -0.064 -5.583 0.737
O -0.010 -6.061 -0.541
C 0.637 -5.106 -1.459
H 5.325 -1.659 2.193
H 3.643 -1.320 2.745
H 4.525 -0.126 1.804
H 4.665 -3.622 1.232
H 3.896 -3.409 -0.321
H 1.670 -3.091 0.747
H 2.436 -3.296 2.351
H 3.202 -5.428 1.592
H 1.066 -5.453 2.612
H 1.530 -6.773 1.665
H -0.215 -4.518 0.682
H -0.867 -6.015 1.278
H 0.772 -5.625 -2.405
H 1.557 -4.822 -1.037
H 0.059 -4.198 -1.724
C 7.443 2.708 -4.745
O 7.054 1.319 -4.795
C 6.605 0.989 -6.119
C 6.007 -0.412 -6.017
N 6.996 -1.324 -5.625
C 6.563 -2.733 -5.541
C 6.922 -3.280 -4.176
O 5.936 -2.658 -3.316
C 6.282 -2.788 -1.968
H 7.991 2.808 -3.793
H 6.532 3.314 -4.727
H 8.091 2.976 -5.547
H 7.484 0.979 -6.801
H 6.004 1.824 -6.483
H 5.637 -0.647 -6.979
H 5.135 -0.344 -5.338
H 7.480 -1.084 -4.820
H 7.045 -3.305 -6.360
H 5.478 -2.801 -5.622
H 7.873 -2.852 -3.843
H 7.021 -4.412 -4.147
H 6.559 -3.831 -1.661
H 5.468 -2.497 -1.321
H 7.149 -2.167 -1.687
C -4.175 7.976 -3.109
O -2.996 7.605 -2.472
C -2.474 6.369 -2.807
C -1.459 5.890 -1.766
N -1.244 4.464 -1.834
C -2.242 3.525 -1.372
C -2.781 3.645 0.112
O -3.725 4.682 0.235
C -5.046 4.272 -0.060
H -5.041 7.527 -2.597
H -4.190 7.639 -4.193
H -4.225 9.056 -3.099
H -1.995 6.323 -3.807
H -3.345 5.702 -2.927
H -1.893 6.121 -0.844
H -0.505 6.432 -1.770
H -0.315 4.235 -1.352
H -1.797 2.518 -1.358
H -3.124 3.543 -2.084
H -1.928 3.915 0.726
H -3.161 2.714 0.493
H -5.070 3.831 -1.072
H -5.719 5.108 -0.060
H -5.512 3.592 0.719
C -4.409 -3.948 0.684
O -4.552 -2.549 0.504
C -3.358 -1.963 -0.030
C -3.578 -0.547 -0.311
N -4.737 -0.358 -1.176
C -4.986 1.013 -1.534
C -6.220 0.981 -2.452
O -7.316 0.689 -1.628
C -8.565 0.445 -2.225
H -4.297 -4.538 -0.265
H -5.267 -4.315 1.254
H -3.468 -4.135 1.294
H -3.199 -2.427 -1.026
H -2.538 -2.273 0.637
H -2.730 -0.144 -0.874
H -3.710 -0.052 0.608
H -5.521 -0.702 -0.620
H -4.132 1.567 -1.926
H -5.279 1.525 -0.584
H -6.012 0.167 -3.154
H -6.407 1.954 -2.952
H -8.446 -0.559 -2.702
H -8.666 1.100 -3.119
H -9.427 0.660 -1.632
C 0.717 8.085 1.995
O 1.460 6.916 1.806
C 0.688 5.752 1.802
C 1.451 4.609 1.202
N 1.517 4.663 -0.260
C 2.538 3.751 -0.773
C 2.396 3.649 -2.276
O 2.364 4.965 -2.825
C 2.067 5.106 -4.227
H 1.325 8.725 2.713
H -0.246 7.815 2.485
H 0.487 8.544 0.997
H -0.279 5.916 1.253
H 0.470 5.503 2.855
H 1.093 3.580 1.523
H 2.443 4.610 1.632
H 1.750 5.602 -0.566
H 2.484 2.759 -0.409
H 3.538 4.224 -0.488
H 1.438 3.177 -2.552
H 3.237 3.012 -2.579
H 2.637 5.951 -4.576
H 0.987 5.178 -4.406
H 2.421 4.177 -4.755
C -3.696 2.863 3.568
O -4.783 2.151 3.108
C -4.784 0.736 3.294
C -6.102 0.176 2.715
N -7.157 0.588 3.663
C -8.508 0.113 3.282
C -9.157 0.813 2.148
O -8.882 2.257 2.259
C -9.361 2.984 1.107
H -3.828 3.930 3.268
H -2.786 2.439 3.141
H -3.661 2.852 4.674
H -4.705 0.467 4.319
H -3.961 0.268 2.738
H -5.959 -0.933 2.767
H -6.273 0.521 1.695
H -7.168 1.579 3.720
H -9.137 0.129 4.198
H -8.427 -1.026 3.068
H -10.224 0.678 2.129
H -8.758 0.414 1.120
H -10.394 2.756 0.884
H -8.800 2.843 0.200
H -9.236 4.048 1.296
C -6.549 -1.364 8.343
O -5.366 -1.710 7.738
C -5.528 -1.840 6.355
C -4.193 -1.923 5.742
N -3.538 -3.140 6.131
C -2.238 -3.302 5.480
C -2.205 -3.569 3.950
O -2.109 -2.380 3.177
C -0.769 -1.909 3.090
H -7.034 -0.450 7.928
H -6.225 -1.082 9.317
H -7.326 -2.106 8.401
H -6.093 -0.986 5.967
H -6.090 -2.795 6.126
H -3.514 -1.100 5.953
H -4.378 -1.954 4.665
H -3.412 -3.315 7.112
H -1.659 -4.074 5.981
H -1.699 -2.393 5.608
H -3.156 -3.987 3.581
H -1.361 -4.232 3.866
H -0.442 -1.180 3.827
H -0.631 -1.603 2.070
H -0.110 -2.730 3.274
C 2.487 -11.039 -10.473
O 2.436 -10.578 -9.119
C 2.890 -9.243 -8.908
C 3.093 -8.988 -7.415
N 3.182 -7.572 -7.178
C 1.896 -6.905 -7.309
C 2.058 -5.461 -6.789
O 2.399 -5.552 -5.417
C 3.041 -4.399 -4.936
H 3.552 -11.066 -10.825
H 1.940 -10.325 -11.107
H 2.089 -12.021 -10.602
H 2.109 -8.588 -9.244
H 3.758 -9.051 -9.483
H 4.074 -9.442 -7.151
H 2.275 -9.540 -6.830
H 3.498 -7.410 -6.234
H 1.176 -7.405 -6.623
H 1.602 -6.952 -8.357
H 1.132 -4.913 -6.916
H 2.845 -4.961 -7.332
H 4.167 -4.444 -4.963
H 2.597 -4.219 -3.996
H 2.778 -3.522 -5.542
C 1.212 1.620 4.080
O 0.317 1.308 2.969
C 0.946 0.600 1.876
C 0.087 0.598 0.654
N 0.597 -0.514 -0.251
C 0.064 -0.582 -1.596
C 1.099 -1.158 -2.495
O 2.243 -0.282 -2.604
C 3.392 -0.873 -3.145
H 1.853 0.762 4.273
H 0.647 1.913 4.942
H 1.819 2.486 3.830
H 1.145 -0.416 2.250
H 1.981 1.008 1.649
H 0.147 1.509 0.081
H -1.011 0.439 0.780
H 1.634 -0.404 -0.301
H -0.220 0.461 -1.981
H -0.838 -1.185 -1.521
H 0.809 -1.317 -3.597
H 1.412 -2.130 -2.164
H 3.788 -1.723 -2.572
H 4.172 -0.126 -3.124
H 3.234 -1.302 -4.184
C 2.190 5.235 5.517
O 2.568 4.003 6.071
C 1.949 3.886 7.351
C 2.788 2.809 8.099
N 4.160 3.280 8.249
C 5.009 2.218 8.829
C 6.374 2.838 8.982
O 6.894 3.093 7.671
C 8.163 3.718 7.692
H 2.604 5.261 4.533
H 2.447 6.042 6.168
H 1.102 5.232 5.452
H 0.874 3.606 7.343
H 2.098 4.813 7.880
H 2.667 1.887 7.505
H 2.321 2.638 9.079
H 4.526 3.520 7.345
H 5.032 1.325 8.203
H 4.764 2.001 9.848
H 7.072 2.260 9.567
H 6.300 3.792 9.593
H 8.827 3.041 8.174
H 7.978 4.596 8.325
H 8.434 3.934 6.661
O -1.017 -0.415 -6.767
H -1.520 -1.152 -6.437
H -1.520 -0.222 -7.592
O 1.426 1.043 -5.177
H 1.748 1.293 -4.274
H 0.468 1.006 -5.121